Molecular formula: C9H12N3O2
Method: DFT, wB97M-V/def2-TZVPD

Structure (XYZ):
```
26
Properties=species:S:1:pos:R:3:forces:R:3:mulliken_charge:R:1
C -3.9304 -2.0129 0.6215 -2.41 1.06 1.36 -0.77
O -2.9648 -1.0065 0.6299 1.09 2.12 0.31 -0.30
C -2.3054 -0.8059 -0.4813 -0.84 -1.19 -1.20 0.53
O -2.3881 -1.4945 -1.4749 0.72 1.04 0.83 -0.56
C -1.5290 0.5121 -0.4346 -2.01 -0.37 0.97 1.09
C -2.1325 1.5447 0.3983 -0.82 1.58 0.80 -0.13
N -2.6175 2.4216 0.9851 0.81 -1.42 -0.85 -0.32
N -0.9107 0.8731 -1.6833 -0.15 1.32 -1.90 -0.37
C -0.1327 0.6132 -0.6880 1.73 -0.06 -0.98 0.01
N 1.0755 0.5009 -0.3026 -0.40 -0.14 1.01 0.25
C 1.4146 -0.0881 0.9792 1.96 -0.70 3.15 -0.48
C 2.8284 0.4827 1.1599 -0.12 0.11 -0.98 -0.95
C 3.5087 0.3096 -0.1715 0.12 2.58 -0.30 -0.59
C 2.2859 0.7308 -1.1083 1.26 -0.90 -2.07 -0.60
H -4.7478 -1.7153 1.3720 1.38 -0.63 -1.22 0.24
H -3.4151 -2.8639 0.8559 0.79 -2.55 1.15 0.36
H -4.2886 -2.1703 -0.3567 -0.83 0.13 -1.12 0.38
H -1.1015 1.5021 -2.5082 0.41 -0.92 1.38 0.32
H 1.5272 -1.2145 0.9869 -0.73 1.15 -0.47 0.33
H 0.9080 0.2534 1.9334 -0.50 -0.39 -1.70 0.34
H 3.4264 0.1740 1.9572 0.51 -1.20 1.43 0.48
H 2.7387 1.5208 1.3177 -0.37 1.52 0.28 0.36
H 4.5060 0.9380 -0.2324 -2.30 -1.10 -0.29 0.31
H 3.7446 -0.7105 -0.3056 0.34 -1.12 -0.52 0.31
H 2.3105 1.7764 -1.5453 -0.01 -1.32 0.62 0.37
H 2.1895 -0.0710 -1.9044 0.35 1.38 0.31 0.38
```
Forces are in eV/Å.

As for the SMILES: COC(=O)[C@]1(C#N)[NH+]=C1N1CCCC1. Its total charge is +1. Its multiplicity is 1. The calculation puts the HOMO-LUMO gap at 11.070 eV. The energy above the lowest of the compared OMol25 structures with the same formula, charge and spin is 184.7 kJ/mol. Its LUMO energy is -3.71 eV. Its molar mass is 194.21 g/mol. The HOMO energy is -0.5430 hartree.